(1)
72
Properties=species:S:1:pos:R:3:mulliken_charge:R:1 method="wB97M-V/def2-TZVPD" gap_ev=5.107 total_charge=+1 e_homo_ev=-10.9
C 0.98532 -0.64674 -6.24980 -0.85
C 1.43888 -1.85058 -5.23547 -0.54
P 0.49610 -1.92116 -3.57774 -0.05
C -0.83816 -0.56537 -3.41585 -0.41
C -2.30278 -1.29221 -3.62937 -0.74
N 1.68044 -1.75989 -2.23630 0.04
C 1.44916 -2.41482 -1.02008 0.12
N 1.23475 -3.90711 -0.88236 -0.43
N 1.40692 -1.57307 0.23835 -0.50
H 1.82784 0.18366 -6.27465 0.24
H 0.98367 -1.11797 -7.34650 0.30
H -0.09437 -0.22893 -6.08218 0.25
H 1.29259 -2.86898 -5.83346 0.33
H 2.61787 -1.76615 -5.06722 0.35
H -0.66732 0.38901 -4.07156 0.45
H -0.81921 -0.19017 -2.28281 0.23
H -2.94267 -1.15976 -2.63007 0.02
H -2.13678 -2.47098 -3.71761 0.33
H -2.92847 -0.86395 -4.52085 0.30
H 2.54536 -1.18017 -2.33165 0.31
H 1.97420 -4.45775 -1.40791 0.33
H 0.29052 -4.20424 -1.22369 0.36
H 2.27406 -0.96864 0.27441 0.23
H 0.61000 -0.89939 0.24220 0.34
C -4.77131 -2.46247 -0.51173 -0.40
C -6.10974 -2.83868 -0.40292 -0.43
C -6.97987 -2.09942 0.39784 -0.47
C -6.51323 -0.97701 1.08263 -0.39
C -5.17561 -0.59865 0.97080 -0.47
C -4.30336 -1.34338 0.17738 -0.23
H -4.09271 -3.04085 -1.13318 0.37
H -6.47485 -3.70928 -0.94201 0.37
H -8.02113 -2.39673 0.48773 0.38
H -7.19229 -0.39792 1.70283 0.40
H -4.81250 0.27703 1.50324 0.49
H -3.26009 -1.05153 0.09487 0.42
C 5.03986 0.41614 -0.44645 0.86
C 6.02632 1.14330 -1.11196 -0.52
C 7.07426 1.71815 -0.39351 -0.38
C 7.14108 1.55727 0.99075 -0.60
C 6.15660 0.82690 1.65577 -0.26
C 5.10360 0.25990 0.93838 -0.54
H 4.22145 -0.02884 -1.00631 -0.41
H 5.97790 1.26281 -2.19144 0.34
H 7.83908 2.29035 -0.91154 0.37
H 7.96033 2.00104 1.55022 0.37
H 6.20972 0.70025 2.73432 0.41
H 4.33384 -0.30437 1.45747 0.33
C -5.33709 2.99406 -0.72134 -0.34
C -5.07242 4.22268 -1.32568 -0.40
C -5.83944 5.34077 -0.99956 -0.44
C -6.86579 5.23226 -0.06076 -0.34
C -7.12797 4.00443 0.54635 -0.53
C -6.36694 2.88423 0.21330 0.09
H -4.74131 2.12213 -0.97829 0.42
H -4.26819 4.30869 -2.05210 0.34
H -5.63733 6.29641 -1.47560 0.35
H -7.46046 6.10460 0.19715 0.36
H -7.92679 3.92042 1.27914 0.36
H -6.57507 1.92661 0.68239 0.10
C 5.97912 0.38200 6.74051 -0.40
C 5.52219 -0.74093 7.42972 -0.39
C 4.32962 -1.35591 7.04974 -0.38
C 3.59834 -0.85326 5.97313 -0.39
C 4.05727 0.26745 5.28156 -0.29
C 5.24510 0.88800 5.66747 -0.41
H 6.90684 0.86306 7.03910 0.36
H 6.09561 -1.13665 8.26427 0.36
H 3.97042 -2.22684 7.59121 0.36
H 2.67146 -1.33532 5.67377 0.35
H 3.48809 0.65806 4.44156 0.41
H 5.59948 1.76437 5.13195 0.43



(2)
75
Properties=species:S:1:pos:R:3:mulliken_charge:R:1 method="wB97M-V/def2-TZVPD" gap_ev=5.795 total_charge=+3 e_homo_ev=-17.1 relative_energy_kj_mol=74.6
Pt -0.26302 -0.07882 0.06752 0.30
C -2.49264 -2.42697 0.36813 -1.00
C -3.23723 -1.18739 0.78550 1.33
C -4.18887 -1.27531 1.79424 -1.15
C -4.97109 -0.17960 2.12957 -0.94
C -4.83903 1.01911 1.44590 -0.78
C -3.90132 1.17343 0.42889 1.45
C -3.85897 2.46969 -0.32422 -1.88
C -3.09184 0.06212 0.14637 -0.48
N -2.02164 0.15203 -0.80954 0.77
C -2.09741 0.11117 -2.09548 1.09
C -3.34558 0.06731 -2.88151 -1.96
C -0.73867 0.01719 -2.72311 1.28
C -0.54710 -0.07377 -4.18362 -1.96
N 0.21508 -0.04664 -1.85426 -0.01
C 1.61632 -0.20660 -2.14402 -0.60
C 2.35808 0.88432 -2.61568 1.14
C 1.77665 2.23200 -2.92784 -1.61
C 3.71626 0.66601 -2.84176 -0.86
C 4.28807 -0.57508 -2.62267 -0.99
C 3.51612 -1.64302 -2.18421 -1.06
C 2.15769 -1.48721 -1.93903 1.06
C 1.32124 -2.67356 -1.55487 -1.32
H -2.40136 -3.11709 1.20521 0.49
H -1.48149 -2.24695 -0.01159 -0.04
H -3.03514 -2.95274 -0.42111 0.40
H -4.33688 -2.21880 2.30322 0.54
H -5.71395 -0.27007 2.91073 0.47
H -5.49044 1.84814 1.69142 0.57
H -4.86625 2.73905 -0.64254 0.53
H -3.23918 2.43570 -1.21926 0.33
H -3.50563 3.28134 0.31293 0.46
H -4.22375 0.12349 -2.24380 0.33
H -3.38076 -0.84981 -3.47552 0.51
H -3.35342 0.90035 -3.59095 0.46
H -1.12580 -0.91450 -4.57569 0.51
H 0.49906 -0.18879 -4.45198 0.35
H -0.94997 0.82866 -4.65409 0.43
H 2.23548 2.99995 -2.30328 0.43
H 0.69662 2.28676 -2.79873 0.22
H 1.99612 2.50047 -3.96174 0.53
H 4.32702 1.47825 -3.21468 0.60
H 5.34190 -0.72021 -2.81935 0.50
H 3.96985 -2.61653 -2.05169 0.54
H 1.95729 -3.48859 -1.21566 0.52
H 0.74911 -3.04596 -2.40807 0.33
H 0.61293 -2.46928 -0.74585 0.07
C -0.62300 1.92366 2.48451 -1.12
Si 0.29123 2.23812 0.89266 0.64
C -0.39545 3.56567 -0.18495 -0.92
C 2.14451 2.24886 0.92429 -1.10
H -0.83664 2.91927 2.89332 0.49
H -0.01905 1.37945 3.20902 0.40
H -1.59182 1.42776 2.38058 0.29
H -0.33597 4.46878 0.43836 0.51
H -1.43513 3.45611 -0.47333 0.12
H 0.21448 3.75535 -1.06431 0.30
H 2.45776 3.28421 0.75561 0.48
H 2.59781 1.66054 0.12465 0.20
H 2.54614 1.91782 1.88096 0.42
N 4.50856 -2.45644 4.98417 -0.33
C 3.22354 -2.74793 4.72860 0.19
O 2.56026 -3.57936 5.30174 -0.54
C 2.54848 -1.99047 3.59039 0.74
C 3.19166 -1.45624 2.48105 -1.04
C 2.44073 -0.88701 1.47057 -0.19
N 1.10046 -0.83070 1.52310 0.34
C 0.47001 -1.35567 2.59953 -0.45
C 1.15691 -1.93833 3.63539 -0.72
H 4.95797 -2.94938 5.74218 0.26
H 4.98409 -1.66485 4.58993 0.18
H 4.26613 -1.50867 2.36630 0.46
H 2.90385 -0.50555 0.57166 0.43
H -0.61501 -1.31174 2.60119 0.47
H 0.63504 -2.38654 4.47062 0.59



(3)
80
Properties=species:S:1:pos:R:3:mulliken_charge:R:1 method="wB97M-V/def2-TZVPD" gap_ev=9.683 e_homo_ev=-9.2 smiles="O=C(OS)N(CCCCO)COCOCCO.c1ccncc1.c1ccncc1.c1ccncc1.c1ccncc1"
O 4.50202 -3.23577 -0.04797 -0.56
C 3.32464 -3.00598 -0.01370 0.56
O 2.51800 -3.36680 1.04615 -0.31
S 3.34059 -3.57388 2.50479 -0.13
N 2.62836 -2.39333 -1.05047 0.24
C 3.23566 -1.10459 -1.41397 -1.45
C 3.21290 -0.03506 -0.29861 0.11
C 3.22994 1.38959 -0.89155 -0.23
C 4.21914 2.32350 -0.19209 -0.65
O 5.54731 2.15926 -0.69835 -0.56
C 1.18774 -2.30421 -0.83569 -0.61
O 0.62722 -1.75535 -2.00611 -0.43
C -0.75734 -1.71997 -1.94517 -0.51
O -1.15498 -0.72703 -1.03513 -0.16
C -2.36894 -0.07960 -1.37508 -0.47
C -3.25444 0.12766 -0.17030 -0.34
O -2.51289 0.68218 0.91397 -0.48
H 2.76144 -2.54158 3.15438 0.17
H 2.76798 -0.70769 -2.31067 0.67
H 4.27587 -1.30638 -1.67111 0.32
H 2.36097 -0.14683 0.36925 0.36
H 4.13290 -0.14410 0.28597 0.31
H 2.23540 1.84180 -0.86368 -0.27
H 3.51722 1.37078 -1.94633 0.45
H 4.21197 2.16198 0.89059 0.31
H 3.96257 3.36176 -0.39799 0.34
H 5.72234 1.21509 -0.74721 0.34
H 0.92048 -1.68993 0.02895 0.40
H 0.79231 -3.31190 -0.67256 0.40
H -1.16662 -2.69120 -1.61897 0.34
H -1.11700 -1.52855 -2.95881 0.40
H -2.14866 0.89586 -1.82393 0.12
H -2.95136 -0.66638 -2.09005 0.53
H -3.74894 -0.80515 0.12201 0.22
H -4.02054 0.86157 -0.45180 0.37
H -3.16208 0.83560 1.60920 0.25
C -6.82883 -3.92302 -2.00300 -0.12
C -6.94441 -2.81479 -2.82647 -0.65
C -5.83407 -2.00261 -2.99694 -0.20
N -4.65879 -2.22657 -2.41030 -0.16
C -4.56592 -3.29558 -1.62015 0.09
C -5.61390 -4.17153 -1.38510 -0.85
H -7.67222 -4.58296 -1.84534 0.40
H -7.87406 -2.58354 -3.32776 0.38
H -5.88106 -1.12669 -3.63484 0.39
H -3.59911 -3.45157 -1.15202 0.27
H -5.47946 -5.02488 -0.73494 0.38
C 0.46834 5.29140 0.06375 -0.48
C -0.10737 4.04028 -0.08587 -0.35
C -0.09394 3.45718 -1.34382 -0.47
N 0.44008 4.03170 -2.42116 -0.53
C 0.98799 5.23505 -2.25902 -0.27
C 1.02963 5.90439 -1.04522 -0.35
H 0.48044 5.78083 1.02944 0.39
H -0.55671 3.52233 0.75072 0.46
H -0.52747 2.47565 -1.50058 0.79
H 1.41446 5.68043 -3.15131 0.39
H 1.49070 6.88000 -0.97304 0.39
C -7.91162 2.01371 1.87979 -0.17
C -7.45715 0.70505 1.85812 -0.43
C -6.17613 0.44874 2.31969 -0.20
N -5.35075 1.38975 2.77954 -0.49
C -5.80394 2.64314 2.79175 -0.19
C -7.06954 3.00520 2.35725 -0.39
H -8.90628 2.25762 1.52930 0.37
H -8.07917 -0.09973 1.49147 0.37
H -5.77883 -0.56077 2.32462 0.41
H -5.11339 3.38845 3.16994 0.37
H -7.38479 4.03874 2.39191 0.36
C 9.02374 -1.88117 2.10426 -0.33
C 7.80778 -2.36884 1.65471 -0.51
C 6.64797 -1.91454 2.26516 0.25
N 6.63844 -1.03148 3.26602 -0.54
C 7.81737 -0.57341 3.68594 -0.24
C 9.03164 -0.96235 3.14217 -0.34
H 9.95140 -2.21021 1.65289 0.37
H 7.75161 -3.08572 0.84704 0.41
H 5.67767 -2.27095 1.94061 0.23
H 7.78023 0.14238 4.50021 0.37
H 9.95820 -0.55447 3.52266 0.36



(4)
82
Properties=species:S:1:pos:R:3:mulliken_charge:R:1 method="wB97M-V/def2-TZVPD" multiplicity=2 gap_ev="7.998 / 6.241" s_squared=0.75 e_homo_ev="-7.7 / -7.6" relative_energy_kj_mol=142.7
Cu -1.38111 0.58516 -0.72153 0.20
O -2.45630 2.42950 0.54563 -0.30
C -3.47392 2.35388 1.55839 -0.42
C -4.39816 1.22076 1.20883 -0.77
C -3.73072 -0.23916 1.12245 -0.38
C -3.84088 -0.77553 -0.27239 0.88
C -5.04063 -1.22663 -0.81163 -0.85
C -5.11695 -1.48859 -2.17423 -0.35
C -3.92221 -1.44705 -2.96525 -0.96
C -2.68574 -1.16709 -2.28688 -0.35
N -2.76455 -0.64845 -1.02926 0.28
H -1.58395 2.82901 0.87694 0.47
H -4.14538 3.22678 1.48437 0.29
H -3.02766 2.17390 2.56823 0.31
H -5.05163 1.50737 0.31596 0.38
H -5.22459 1.14565 2.01540 0.37
H -4.28519 -0.88479 1.82381 0.61
H -2.64051 -0.29055 1.48405 -0.30
H -5.84098 -1.13673 -0.11903 0.46
H -6.00986 -1.69720 -2.76625 0.38
H -3.88807 -1.82792 -3.97754 0.39
H -1.76267 -1.15709 -2.74730 0.80
C 0.13954 6.40499 0.53815 -1.31
C 0.78451 5.78282 1.77435 1.25
C 2.23034 5.31746 1.51707 -1.44
C 0.71705 6.69313 3.00892 -1.74
N 0.02604 4.59648 2.06954 -0.12
N 0.04272 3.58255 1.13510 -0.02
H 0.37015 7.47648 0.39554 0.40
H -1.00605 6.31532 0.53103 0.27
H 0.60709 5.88261 -0.27852 0.31
H 2.71869 6.27162 1.52373 0.51
H 2.41217 4.91070 0.44423 0.31
H 2.65994 4.58666 2.18974 0.31
H 0.94568 7.78739 2.82986 0.35
H 1.31988 6.26531 3.75585 0.46
H -0.35467 6.77539 3.36077 0.41
H 0.07190 4.32614 3.04319 0.37
H 0.19645 2.58099 1.64646 0.49
H 0.69329 3.65673 0.30204 0.05
C 2.85041 -7.74988 -2.23790 -1.35
C 2.19567 -6.83157 -1.26125 1.06
C 3.03223 -6.08038 -0.42678 -0.95
C 2.47207 -5.22417 0.47672 -0.26
C 1.15734 -5.36221 0.93413 -0.09
C 0.31911 -6.17984 0.17800 -0.13
C 0.77354 -6.92184 -0.92513 -0.75
S 0.37191 -4.36798 2.17941 1.28
O -1.04007 -4.50788 2.00722 -0.65
O 0.96677 -4.67937 3.46996 -0.67
N 0.97421 -2.84619 1.75656 0.12
C 1.46251 -2.05195 2.81353 -0.55
C 1.92123 -0.65028 2.38755 -1.01
C 0.77273 0.28322 1.80136 0.46
O -0.04643 -0.19256 0.93295 -0.40
O 0.93890 1.43755 2.28165 -0.84
H 2.82421 -7.34598 -3.26310 0.28
H 2.42945 -8.77933 -2.19399 0.34
H 3.88796 -7.83833 -2.02617 0.39
H 4.09662 -6.09339 -0.64876 0.27
H 3.07080 -4.47198 1.00650 0.32
H -0.74122 -6.17564 0.37014 0.43
H 0.14761 -7.55230 -1.60533 0.31
H 0.42978 -2.28026 1.15711 0.04
H 2.31562 -2.48498 3.31078 0.42
H 0.73637 -1.97264 3.63651 0.34
H 2.62957 -0.71722 1.59399 0.31
H 2.47997 -0.17776 3.21876 0.35
O 1.46854 3.41944 -1.23349 -0.82
C 0.80468 2.41433 -1.59786 0.41
O -0.28795 2.14017 -1.02925 -0.52
C 1.33714 1.70057 -2.77956 -0.02
C 0.62757 0.64163 -3.28205 0.58
C 1.20766 -0.26743 -4.18747 -0.63
C 2.52176 -0.16612 -4.50612 -0.27
C 3.28569 0.95118 -4.00355 -0.46
C 2.67637 1.88179 -3.19863 -0.46
H -0.38562 0.44889 -2.87096 -0.05
H 0.50094 -1.04278 -4.69937 0.23
H 3.03472 -0.82891 -5.23063 0.35
H 4.30207 1.08046 -4.53078 0.24
H 3.17454 2.74391 -2.69451 0.34